[1]
This record from the OMol25 dataset describes 2 unconnected molecules or ions with the total composition C2H4O2S2 at a distorted geometry. The level of theory is ωB97M-V with the def2-TZVPD basis set.

- total energy (eV) = -27900.5525
- maximum force (Eh/bohr) = 0.193
- SMILES = O=CS.O=CS
- frontier orbital gap (eV) = 9.05
- energy above the lowest of the compared OMol25 structures with the same formula, charge and spin (kJ/mol) = 365.1

Bonds (Å) are listed after each position.
Positions of all 10 atoms, in Å:
1 O -0.5843 0.5243 1.1293  C2 1.200
2 C -0.2795 -0.6247 1.2900  O1 1.200, S3 1.776, H4 1.102
3 S 1.3652 -1.2067 1.6210  C2 1.776, H5 1.343
4 H -0.9982 -1.4591 1.2485  C2 1.102
5 H 1.9200 0.0166 1.5962  S3 1.343
6 O 0.5611 0.3666 -0.2710  C7 1.201
7 C 0.2872 0.5251 -1.4291  O6 1.201, S8 1.776, H9 1.106
8 S -1.3595 0.6946 -2.0737  C7 1.776, H10 1.342
9 H 1.0432 0.5831 -2.2348  C7 1.106
10 H -1.9553 0.5802 -0.8763  S8 1.342

***

[2]
This record from the OMol25 dataset describes C5H11NO in the gas phase. The level of theory is ωB97M-V with the def2-TZVPD basis set.

- total energy (eV) = -8899.7626
- maximum force (Eh/bohr) = 0.017
- SMILES = CCN(C)CC=O
- frontier orbital gap (eV) = 9.80
- energy above the lowest of the compared OMol25 structures with the same formula, charge and spin (kJ/mol) = 186.7

Bonds (Å) are listed after each position.
Positions of all 18 atoms, in Å:
1 C -1.4690 2.1251 0.8517  C2 1.539, H8 1.087, H9 1.083, H10 1.089
2 C -1.0565 0.8597 0.0796  C1 1.539, N3 1.455, H11 1.085, H12 1.101
3 N 0.3032 0.3972 0.3108  C2 1.455, C4 1.466, C5 1.457
4 C 1.2869 1.4844 0.3161  N3 1.466, H13 1.088, H14 1.083, H15 1.100
5 C 0.6884 -0.6495 -0.6263  N3 1.457, C6 1.520, H16 1.086, H17 1.102
6 C -0.0514 -1.9465 -0.3426  C5 1.520, O7 1.202, H18 1.102
7 O 0.3902 -3.0208 -0.6528  C6 1.202
8 H -0.6807 2.5117 1.4918  C1 1.087
9 H -1.6903 2.9532 0.1896  C1 1.083
10 H -2.2797 1.9541 1.5586  C1 1.089
11 H -1.7358 0.0898 0.4289  C2 1.085
12 H -1.2483 1.0153 -0.9929  C2 1.101
13 H 1.3297 1.9726 1.2872  C4 1.088
14 H 2.2611 1.0987 0.0412  C4 1.083
15 H 0.9935 2.2913 -0.3717  C4 1.100
16 H 1.7322 -0.8894 -0.4461  C5 1.086
17 H 0.5138 -0.3889 -1.6823  C5 1.102
18 H -1.0242 -1.8647 0.1682  C6 1.102

***

[3]
This record from the OMol25 dataset describes 11 unconnected molecules or ions with the total composition C5H35N2O11 at a distorted geometry. The level of theory is ωB97M-V with the def2-TZVPD basis set.

- total energy (eV) = -31252.2722
- spin multiplicity = 2
- maximum force (Eh/bohr) = 0.048
- frontier orbital gap (spin up / spin down) (eV) = 2.29 / 8.67
- energy above the lowest of the compared OMol25 structures with the same formula, charge and spin (kJ/mol) = 186.6

Bonds (Å) are listed after each position.
Positions of all 53 atoms, in Å:
1 N -1.4006 -0.4888 1.1058  C2 1.513, H9 1.057, H10 1.018, H11 1.041
2 C -0.7530 0.7572 0.5416  N1 1.513, C3 1.522, H12 1.099, H13 1.096
3 C -0.7516 0.7545 -0.9803  C2 1.522, N4 1.462, H14 1.104, H15 1.115
4 N 0.3670 1.4233 -1.6425  C3 1.462, C5 1.443, C6 1.434
5 C 1.3242 2.0669 -0.7749  N4 1.443, H16 1.119, H17 1.102, H18 1.094
6 C 0.9489 0.8431 -2.8180  N4 1.434, C7 1.588, H19 1.104, H20 1.111
7 C 1.5714 -0.6152 -2.7283  C6 1.588, O8 1.418, H21 1.125, H22 1.103
8 O 1.1535 -1.2098 -1.5108  C7 1.418, H23 0.978
9 H -1.0590 -1.3440 0.5870  N1 1.057
10 H -2.4166 -0.4583 1.0541  N1 1.018
11 H -1.1043 -0.4495 2.1029  N1 1.041
12 H 0.2928 0.6803 0.8712  C2 1.099
13 H -1.3196 1.5947 0.9638  C2 1.096
14 H -0.7480 -0.3180 -1.2409  C3 1.104
15 H -1.6986 1.1023 -1.4545  C3 1.115
16 H 0.8302 2.9111 -0.2314  C5 1.119
17 H 1.8147 1.5367 0.0579  C5 1.102
18 H 2.1922 2.5615 -1.2219  C5 1.094
19 H 1.8535 1.4066 -3.1074  C6 1.104
20 H 0.1472 0.7484 -3.5809  C6 1.111
21 H 1.2121 -1.2108 -3.6131  C7 1.125
22 H 2.6691 -0.6195 -2.8323  C7 1.103
23 H 1.6432 -2.0508 -1.4139  O8 0.978
24 H -0.5211 -2.2767 -2.3922  O26 0.973
25 H -1.5100 -2.6137 -3.6111  O26 0.961
26 O -1.4255 -2.5177 -2.6587  H24 0.973, H25 0.961
27 H -3.7443 -1.8941 -0.9184  O29 0.957
28 H -2.3823 -1.4537 -1.5260  O29 0.978
29 O -3.1169 -1.1721 -0.9446  H27 0.957, H28 0.978
30 H -1.1331 4.3177 0.1763  O32 0.976
31 H -2.1250 4.2682 1.2311  O32 0.967
32 O -1.2386 4.6307 1.0942  H30 0.976, H31 0.967
33 H -1.5109 -3.4217 -0.4283  O35 0.964
34 H -0.0053 -3.2565 -0.0884  O35 0.992
35 O -0.9205 -3.0837 0.2541  H33 0.964, H34 0.992
36 H 1.9670 -1.8054 4.2844  O38 0.975
37 H 0.6688 -2.3247 3.5646  O38 0.972
38 O 1.4363 -1.7363 3.4700  H36 0.975, H37 0.972
39 H 2.9456 -1.7458 1.8858  O41 0.986
40 H 3.6222 -3.0203 2.3815  O41 0.957
41 O 3.2350 -2.6417 1.5921  H39 0.986, H40 0.957
42 H 2.2790 -3.4285 0.4020  O44 0.991
43 H 1.9623 -4.5482 -0.5084  O44 0.979
44 O 1.6285 -3.6484 -0.3131  H42 0.991, H43 0.979
45 H 0.7721 3.2102 2.8189  O47 0.966
46 H -0.4768 3.9974 2.5606  O47 0.996
47 O 0.0218 3.5705 3.3095  H45 0.966, H46 0.996
48 H -0.2583 1.7243 3.5161  O50 0.986
49 H 0.6252 0.4926 3.8891  O50 0.966
50 O 0.0431 0.8403 3.2007  H48 0.986, H49 0.966
51 H -2.7841 3.7054 -2.1157  O53 0.955
52 H -2.2869 2.6476 -1.0548  O53 0.960
53 O -2.5360 3.5625 -1.2045  H51 0.955, H52 0.960